Record 1
Here is a molecular structure, C31H33N7O2SSr from the OMol25 dataset. Energies are from ωB97M-V with the def2-TZVPD basis set.

Each line ends with the Löwdin charge.
Cartesian coordinates (Å):
Sr (-0.19, 0.28, -0.08)  1.45
O (-2.13, -1.98, -3.26)  0.01
C (-1.80, -1.41, -2.21)  -0.52
N (-1.31, -0.18, -2.00)  -0.11
C (-1.21, 0.78, -3.03)  -0.22
C (-1.93, 0.70, -4.22)  -0.03
C (-1.88, 1.71, -5.17)  -0.11
C (-1.08, 2.82, -4.94)  -0.11
C (-0.35, 2.92, -3.77)  -0.03
C (-0.39, 1.92, -2.78)  -0.21
N (0.30, 1.98, -1.56)  -0.10
C (1.04, 3.03, -1.20)  -0.50
O (1.29, 4.09, -1.80)  0.00
C (1.67, 2.92, 0.18)  -0.18
C (2.43, 4.01, 0.62)  0.01
C (3.04, 3.97, 1.86)  -0.04
C (2.87, 2.84, 2.65)  -0.06
C (2.10, 1.81, 2.15)  -0.17
N (1.50, 1.84, 0.95)  -0.03
C (-1.94, -2.23, -0.93)  -0.22
C (-2.81, -3.31, -0.95)  0.00
C (-2.89, -4.14, 0.15)  -0.05
C (-2.07, -3.88, 1.24)  -0.06
C (-1.25, -2.77, 1.19)  -0.15
N (-1.19, -1.94, 0.14)  -0.03
H (-2.54, -0.17, -4.40)  0.09
H (-2.46, 1.63, -6.08)  0.09
H (-1.01, 3.61, -5.68)  0.09
H (0.26, 3.79, -3.59)  0.09
H (2.53, 4.85, -0.06)  0.12
H (3.64, 4.80, 2.20)  0.11
H (3.32, 2.76, 3.63)  0.11
H (1.93, 0.92, 2.75)  0.04
H (-3.39, -3.49, -1.85)  0.12
H (-3.56, -4.99, 0.16)  0.11
H (-2.08, -4.51, 2.12)  0.11
H (-0.63, -2.50, 2.04)  0.06
C (-1.61, 3.24, 4.84)  -0.01
C (-2.00, 2.28, 3.76)  -0.30
C (-3.13, 1.52, 3.56)  0.02
C (-2.91, 0.82, 2.36)  -0.34
N (-1.73, 1.12, 1.86)  -0.02
N (-1.19, 2.01, 2.72)  0.03
C (-3.82, -0.16, 1.69)  -0.02
H (-2.43, 3.37, 5.53)  0.08
H (-1.34, 4.21, 4.42)  0.08
H (-0.75, 2.85, 5.39)  0.08
H (-4.00, 1.49, 4.19)  0.11
H (-0.28, 2.40, 2.53)  0.13
H (-4.86, 0.05, 1.95)  0.08
H (-3.59, -1.18, 1.99)  0.07
H (-3.71, -0.10, 0.61)  0.08
C (0.92, -2.33, 5.34)  -0.40
S (0.89, -1.19, 3.93)  0.74
C (2.16, -1.98, 2.91)  -0.41
H (0.83, -3.35, 4.97)  0.04
H (0.07, -2.09, 5.98)  0.03
H (1.85, -2.20, 5.89)  0.04
H (3.14, -1.88, 3.37)  0.05
H (2.16, -1.50, 1.94)  0.01
H (1.91, -3.04, 2.79)  0.03
N (2.02, -1.93, -1.12)  0.09
C (1.74, -3.29, -0.92)  -0.33
C (2.44, -4.02, 0.04)  -0.07
C (2.12, -5.35, 0.28)  -0.10
C (1.11, -5.97, -0.43)  -0.10
C (0.44, -5.26, -1.41)  -0.08
C (0.75, -3.93, -1.66)  -0.04
H (3.00, -1.70, -0.97)  0.09
H (1.72, -1.59, -2.03)  0.09
H (3.25, -3.54, 0.59)  0.10
H (2.68, -5.90, 1.03)  0.10
H (0.87, -7.01, -0.24)  0.10
H (-0.33, -5.74, -2.00)  0.11
H (0.23, -3.40, -2.45)  0.11

Computed properties:
Frontier orbital gap = 0.239 Ha
HOMO = -6.5117 eV
Net charge = 0
E_tot = -58883.0213 eV
Molecular weight = 655.3 g/mol
Energy relative to the best compared isomer or geometry (same formula, charge and spin) = 71.7 kJ/mol

=====

Record 2
Here is a molecular structure, C31H34BrIrN3S2 from the OMol25 dataset. Energies are from ωB97M-V with the def2-TZVPD basis set.

Each line ends with the Mulliken spin population.
Cartesian coordinates (Å):
Ir (0.66, -0.03, 0.40)  0.11
C (-1.94, 0.23, -1.31)  0.07
N (-1.49, 0.82, -0.03)  0.04
C (-2.37, 0.34, 1.06)  -0.02
C (-1.73, 0.47, 2.43)  0.01
N (-0.63, -0.50, 2.56)  -0.01
C (0.17, -0.20, 3.76)  0.00
C (-1.16, -1.85, 2.65)  0.00
C (-1.86, -2.27, 3.78)  0.00
C (-2.34, -3.56, 3.89)  0.00
C (-2.11, -4.46, 2.86)  0.00
C (-1.44, -4.05, 1.72)  0.00
C (-0.97, -2.74, 1.60)  0.00
S (-0.18, -2.29, 0.10)  -0.01
C (-1.45, 2.28, -0.11)  0.00
C (-2.47, 2.97, -0.76)  0.00
C (-2.43, 4.35, -0.89)  0.00
C (-1.35, 5.05, -0.38)  0.00
C (-0.34, 4.37, 0.29)  0.00
C (-0.39, 2.98, 0.45)  -0.02
S (0.86, 2.19, 1.38)  0.01
H (-3.02, 0.36, -1.46)  0.00
H (-1.72, -0.84, -1.30)  -0.02
H (-1.40, 0.68, -2.13)  -0.10
H (-2.60, -0.71, 0.87)  0.00
H (-3.31, 0.91, 1.05)  0.00
H (-2.50, 0.30, 3.19)  0.00
H (-1.33, 1.46, 2.57)  0.00
H (-0.45, -0.08, 4.66)  0.00
H (0.71, 0.73, 3.60)  0.00
H (0.88, -1.01, 3.93)  0.00
H (-2.03, -1.57, 4.60)  0.00
H (-2.88, -3.86, 4.78)  0.00
H (-2.47, -5.48, 2.93)  0.00
H (-1.26, -4.74, 0.90)  0.00
H (-3.30, 2.43, -1.19)  0.00
H (-3.25, 4.86, -1.37)  0.00
H (-1.28, 6.12, -0.51)  0.00
H (0.51, 4.90, 0.70)  0.00
Br (4.40, 1.01, 4.57)  0.00
C (3.67, -0.28, 3.40)  0.00
C (3.79, -1.63, 3.68)  0.01
C (3.23, -2.51, 2.77)  -0.01
C (2.55, -2.02, 1.67)  0.01
N (2.42, -0.71, 1.43)  -0.02
C (3.01, 0.15, 2.27)  0.00
H (4.32, -1.97, 4.56)  0.00
H (3.32, -3.58, 2.92)  0.00
H (2.09, -2.69, 0.95)  0.00
H (2.95, 1.20, 2.02)  0.00
C (2.96, 0.76, -3.14)  0.03
C (1.68, 0.07, -2.62)  0.07
C (2.00, -1.41, -2.34)  0.10
C (1.24, 0.75, -1.34)  0.67
C (0.61, 0.23, -3.71)  0.06
C (-0.05, 1.45, -3.88)  0.00
C (-0.96, 1.64, -4.90)  0.01
C (-1.25, 0.61, -5.79)  0.00
C (-0.61, -0.61, -5.63)  0.00
C (0.31, -0.80, -4.61)  0.01
H (3.76, 0.67, -2.40)  0.00
H (2.77, 1.82, -3.33)  0.00
H (3.28, 0.30, -4.08)  0.00
H (2.65, -1.47, -1.47)  -0.03
H (2.50, -1.88, -3.18)  0.01
H (1.08, -1.96, -2.11)  -0.01
H (1.26, 1.84, -1.37)  0.04
H (0.16, 2.27, -3.20)  -0.03
H (-1.46, 2.60, -5.00)  0.00
H (-1.95, 0.76, -6.60)  0.00
H (-0.82, -1.43, -6.31)  0.00
H (0.79, -1.76, -4.51)  0.00

Computed properties:
Frontier orbital gap (spin up / spin down) = 0.217 / 0.258 Ha
HOMO (spin up / spin down) = -6.1294 / -7.2322 eV
Net charge = 0
E_tot = -131720.8493 eV
2S+1 = 2
Molecular weight = 784.9 g/mol
Energy relative to the best compared isomer or geometry (same formula, charge and spin) = 68.3 kJ/mol

=====

Record 3
Here is a molecular structure, C31H34N6O2PtS from the OMol25 dataset. Energies are from ωB97M-V with the def2-TZVPD basis set.

Each line ends with the Mulliken spin population.
Cartesian coordinates (Å):
Pt (0.80, 1.22, 2.86)  1.02
C (-2.87, -11.70, 5.11)  0.00
O (-3.22, -10.85, 4.02)  0.20
C (-3.14, -9.53, 4.03)  0.18
C (-3.26, -8.98, 2.83)  0.11
C (-2.92, -7.70, 2.52)  -0.06
C (-2.52, -6.88, 3.60)  0.17
C (-2.36, -7.44, 4.94)  -0.01
C (-2.62, -8.75, 5.12)  0.07
C (-2.11, -5.50, 3.49)  0.06
N (-1.78, -4.76, 4.57)  0.13
C (-1.36, -3.52, 4.05)  0.02
C (-1.56, -3.56, 2.65)  0.10
N (-2.06, -4.77, 2.41)  0.01
C (-1.27, -2.41, 1.80)  -0.03
C (-1.38, -2.40, 0.42)  0.03
C (-0.98, -1.22, -0.22)  -0.01
C (-0.36, -0.20, 0.45)  0.01
N (-0.15, -0.25, 1.81)  0.03
C (-0.58, -1.33, 2.45)  0.05
C (-0.37, -1.32, 3.91)  0.00
N (0.16, -0.22, 4.44)  0.12
C (0.39, -0.17, 5.79)  -0.01
C (-0.01, -1.14, 6.62)  0.01
C (-0.63, -2.27, 6.18)  -0.01
C (-0.90, -2.41, 4.78)  0.01
H (-3.01, -12.64, 4.62)  0.00
H (-3.56, -11.52, 5.92)  0.01
H (-1.80, -11.55, 5.38)  0.00
H (-3.61, -9.54, 1.97)  -0.01
H (-3.13, -7.27, 1.52)  0.00
H (-2.16, -6.79, 5.81)  0.00
H (-2.40, -9.11, 6.13)  0.00
H (-2.23, -5.27, 1.56)  0.00
H (-1.73, -3.16, -0.17)  0.00
H (-1.09, -1.14, -1.29)  0.00
H (0.07, 0.68, 0.03)  0.00
H (0.99, 0.73, 6.00)  0.01
H (0.19, -1.08, 7.67)  0.00
H (-1.06, -2.90, 6.91)  0.00
N (3.54, 6.30, 5.14)  0.31
C (2.90, 5.26, 4.69)  0.06
C (1.44, 5.06, 4.75)  0.22
C (0.93, 3.88, 4.22)  -0.10
N (1.73, 2.92, 3.76)  0.25
C (3.11, 3.02, 3.72)  -0.10
C (3.70, 4.19, 4.09)  0.16
H (3.16, 7.26, 5.16)  -0.01
H (4.56, 6.37, 5.26)  -0.01
H (0.82, 5.86, 5.11)  0.00
H (-0.12, 3.74, 4.13)  0.01
H (3.72, 2.22, 3.30)  0.01
H (4.83, 4.18, 4.03)  0.00
C (-2.20, 1.73, -10.64)  0.00
C (-3.00, 2.86, -10.31)  0.00
C (-4.31, 3.25, -11.08)  0.00
S (3.70, 7.31, -8.60)  0.61
O (4.03, 6.34, -9.60)  0.34
C (4.42, 8.79, -8.81)  -0.04
C (5.54, 9.05, -7.65)  0.06
C (5.36, 8.61, -6.17)  0.02
H (-1.15, 2.06, -10.83)  0.00
H (-2.65, 1.34, -11.58)  0.00
H (-2.19, 0.87, -9.95)  0.00
H (-2.79, 3.51, -9.49)  0.00
H (-4.88, 3.86, -10.31)  0.00
H (-4.20, 3.65, -12.09)  0.00
H (-4.90, 2.31, -11.15)  0.00
H (3.63, 9.50, -8.59)  0.03
H (4.90, 8.98, -9.85)  0.00
H (5.76, 10.14, -7.83)  0.00
H (6.35, 8.44, -8.10)  0.00
H (4.50, 9.17, -5.69)  0.00
H (6.20, 9.02, -5.61)  0.00
H (5.17, 7.59, -6.08)  -0.02

Computed properties:
Frontier orbital gap (spin up / spin down) = 0.080 / 0.053 Ha
HOMO (spin up / spin down) = -12.3269 / -14.1672 eV
Net charge = +4
E_tot = -59773.8561 eV
2S+1 = 5
Molecular weight = 749.8 g/mol